Record 1
{"formula": "C26H28BN2O8", "method": "ωB97M-V with the def2-TZVPD basis set", "species": ["C", "C", "C", "C", "C", "B", "O", "C", "C", "C", "C", "O", "C", "O", "O", "H", "H", "H", "H", "H", "H", "H", "H", "H", "H", "H", "H", "H", "H", "C", "C", "C", "C", "C", "O", "C", "N", "N", "C", "O", "O", "C", "C", "C", "C", "C", "C", "C", "O", "C", "C", "H", "H", "H", "H", "H", "H", "H", "H", "H", "H", "H", "H", "H", "H"], "coordinates": [[5.169158, -0.297979, -1.542107], [4.201482, 0.412697, -2.353937], [4.049082, 1.717945, -2.768730], [2.782482, 1.786912, -3.402236], [2.103956, 0.571248, -3.195129], [1.683196, 1.455932, 1.237841], [2.918134, 1.555768, 1.855385], [2.447494, 2.335418, 3.018200], [0.857554, 2.562851, 2.911736], [0.310551, 3.233118, 4.130599], [0.128128, 1.164358, 2.682806], [0.752674, 0.467502, 1.562511], [0.647072, 3.381933, 1.552396], [1.213136, 2.583026, 0.495561], [3.070355, -0.299164, -2.696550], [6.029290, 0.348994, -1.379274], [4.772940, -0.512793, -0.543714], [5.475518, -1.244354, -1.999869], [4.685305, 2.589343, -2.558088], [2.398890, 2.611507, -3.979257], [2.714418, 1.766435, 3.922466], [2.956874, 3.320854, 3.019042], [-0.742113, 3.457975, 3.980018], [0.345931, 2.510043, 4.941192], [0.871712, 4.138339, 4.374487], [0.220082, 0.505122, 3.559919], [-0.957117, 1.284559, 2.481309], [-0.425190, 3.549994, 1.353984], [1.138142, 4.369296, 1.589944], [-4.413833, 0.759678, 2.603529], [-3.640574, 1.899534, 2.357161], [-3.045703, 2.066336, 1.098396], [-3.070750, 1.058259, 0.124455], [-2.394986, 1.308275, -1.192811], [-1.052530, 0.684597, -1.297917], [-0.213086, 1.280926, -2.141296], [0.845808, 0.313911, -2.875158], [0.019034, -0.254133, -3.823456], [0.076492, -1.602353, -3.417603], [0.702598, -2.487087, -3.981243], [-0.568304, -1.734854, -2.203710], [-1.637471, -2.706438, -2.100010], [-1.111152, -3.886563, -1.336947], [-0.151338, -4.705318, -1.939867], [0.451960, -5.746516, -1.224669], [0.046826, -6.008851, 0.089940], [-1.017751, -5.286181, 0.642398], [-1.577259, -4.207559, -0.052679], [-0.110988, 2.438694, -2.444753], [-3.860682, -0.079773, 0.368780], [-4.519549, -0.218200, 1.602147], [-4.904280, 0.630545, 3.573938], [-3.507450, 2.668810, 3.124657], [-2.569973, 3.009832, 0.813697], [-3.039991, 0.942266, -2.005385], [-2.220012, 2.378502, -1.337348], [-2.463666, -2.224481, -1.558552], [-1.933584, -2.984749, -3.125705], [0.162568, -4.451920, -2.957668], [1.246396, -6.330994, -1.694053], [0.583175, -6.743504, 0.694474], [-1.412260, -5.552705, 1.624116], [-2.390357, -3.609328, 0.376352], [-3.984315, -0.843941, -0.412990], [-5.142157, -1.101575, 1.779278]], "atomic_forces_ev_per_a": [[0.8, -0.4, 0.6], [-1.9, 0.9, -1.3], [0.6, -0.6, 0.1], [-1.3, -1.0, -0.1], [3.4, 3.4, 0.7], [-0.5, 0.1, -1.8], [-0.5, 0.4, 0.9], [-0.5, -0.1, -0.3], [0.4, -0.3, -1.4], [-0.1, -0.1, 0.1], [0.2, -0.1, -0.1], [0.4, 0.8, 0.5], [0.1, -0.5, 0.6], [0.2, -0.4, 1.1], [0.4, 0.1, 1.4], [0.2, -0.1, -0.1], [-0.1, -0.1, -0.1], [0.1, 0.1, 0.1], [-0.1, -0.8, -0.3], [-0.3, 0.2, 0.5], [-0.2, 0.2, -0.2], [-0.3, -0.5, 0.0], [-0.1, 0.3, 0.0], [0.2, 0.2, 0.4], [-0.2, -0.1, 0.1], [0.1, 0.3, 0.0], [0.6, 0.2, 0.0], [0.3, -0.2, 0.2], [0.0, -0.3, 0.1], [0.5, -0.1, -0.2], [-0.2, 0.0, -0.4], [0.1, -0.2, 0.0], [-0.4, 0.0, 0.4], [0.9, 0.2, -0.6], [-1.2, 0.1, 0.0], [4.7, -0.5, -2.1], [-4.3, 1.3, 3.0], [-0.9, -2.9, -1.9], [0.7, 1.8, -1.5], [-1.4, -0.3, 0.6], [-1.0, -1.5, 0.6], [1.4, 0.4, -0.4], [-0.4, -0.8, 0.3], [0.3, -0.1, 0.1], [-0.3, 0.4, 0.1], [-0.1, 0.2, -0.1], [0.1, 0.2, -0.1], [0.2, -0.1, -0.4], [-1.5, 0.4, 0.6], [0.1, 0.2, 0.4], [-0.1, 0.0, -0.2], [0.2, 0.0, -0.4], [-0.2, -0.2, -0.3], [0.1, -0.3, 0.4], [0.5, -0.1, 0.0], [-0.2, -0.1, 0.0], [0.2, -0.1, -0.2], [-0.2, 0.0, 0.4], [0.0, -0.1, 0.4], [-0.2, 0.2, 0.2], [-0.3, 0.0, -0.2], [0.2, 0.1, -0.2], [0.4, -0.3, 0.0], [0.2, 0.4, 0.5], [0.2, 0.3, -0.1]], "lowdin_charge": [-0.041, -0.345, -0.050, -0.013, -0.277, -0.804, 0.118, -0.042, -0.395, -0.036, -0.057, 0.124, -0.079, 0.094, 0.069, 0.077, 0.082, 0.085, 0.102, 0.096, 0.136, 0.138, 0.083, 0.088, 0.094, 0.136, 0.118, 0.118, 0.135, -0.099, -0.101, -0.056, -0.184, -0.075, 0.019, -0.415, -0.072, 0.005, -0.572, 0.048, -0.052, -0.118, -0.194, -0.023, -0.083, -0.115, -0.108, -0.044, 0.092, -0.021, -0.086, 0.098, 0.099, 0.110, 0.139, 0.117, 0.101, 0.137, 0.104, 0.098, 0.091, 0.090, 0.103, 0.109, 0.099], "homo_ha": -0.1064, "charge": -1, "relative_energy_kj_mol": 360.9, "e_lumo_ev": 2.16, "spin_multiplicity": 1, "orbital_gap_ev": 5.058}

=====

Record 2
{"formula": "C26H28BrGdN2O2Se2", "method": "ωB97M-V with the def2-TZVPD basis set", "species": ["Gd", "Br", "C", "C", "C", "C", "C", "C", "C", "C", "C", "C", "H", "H", "H", "H", "H", "H", "O", "C", "C", "C", "C", "N", "C", "C", "C", "C", "C", "C", "O", "C", "C", "N", "H", "H", "H", "H", "H", "H", "H", "H", "H", "H", "H", "H", "C", "Se", "C", "C", "Se", "C", "H", "H", "H", "H", "H", "H", "H", "H", "H", "H"], "coordinates": [[-0.440919, -0.259099, 0.435550], [-2.126267, 2.115534, 0.126068], [-2.221165, 2.370263, 2.069118], [-2.752930, 3.572078, 2.483045], [-3.128950, 3.823149, 3.804015], [-2.892038, 2.859851, 4.763122], [-2.318505, 1.600754, 4.412547], [-2.100902, 0.568268, 5.387707], [-1.494313, -0.582131, 4.983669], [-1.054289, -0.816038, 3.664291], [-1.274871, 0.123515, 2.693626], [-1.946887, 1.327738, 3.010736], [-2.910335, 4.335256, 1.726245], [-3.492975, 4.814446, 4.073440], [-3.176471, 3.034890, 5.785881], [-2.343401, 0.706326, 6.442427], [-1.382243, -1.375227, 5.705442], [-0.561184, -1.764886, 3.454363], [3.647049, 4.425635, -3.084984], [3.514448, 4.649216, -1.699429], [2.804696, 3.477832, -1.082674], [2.287980, 3.511410, 0.246939], [1.651176, 2.413978, 0.766737], [1.290089, 1.383252, -0.021734], [1.801518, 1.287421, -1.288557], [2.612670, 2.314605, -1.832935], [1.526812, 0.100065, -2.041457], [2.420302, -0.294045, -3.056811], [2.101650, -1.366706, -3.875338], [3.101845, -1.929891, -4.829133], [4.357382, -1.322180, -4.581122], [0.823953, -1.944014, -3.714058], [-0.029722, -1.504834, -2.720121], [0.357716, -0.592539, -1.815014], [4.051774, 5.195963, -3.526857], [2.940260, 5.578967, -1.483076], [4.515934, 4.813047, -1.250447], [2.440254, 4.395905, 0.835961], [1.348449, 2.377006, 1.799017], [2.974122, 2.226058, -2.845199], [3.337992, 0.264593, -3.148675], [2.757797, -1.769399, -5.870287], [3.158199, -3.024235, -4.680815], [5.056728, -1.772718, -5.064508], [0.508744, -2.762831, -4.357994], [-1.043610, -1.910862, -2.639788], [-3.563100, -2.540746, 2.018570], [-3.247957, -1.449116, 0.418944], [-3.042473, -2.925353, -0.890445], [-1.938883, -3.935037, -0.637153], [-0.387068, -3.310604, 0.506531], [1.051453, -4.259227, -0.397780], [-4.540832, -3.024241, 1.865739], [-3.569355, -1.846596, 2.868198], [-2.758472, -3.270158, 2.119588], [-2.845082, -2.394772, -1.837338], [-4.038810, -3.395287, -0.966911], [-1.468996, -4.289905, -1.578307], [-2.312884, -4.803553, -0.061018], [1.257716, -3.816729, -1.376747], [0.790827, -5.312709, -0.461528], [1.916356, -4.101354, 0.250724]], "atomic_forces_ev_per_a": [[-0.5, -0.4, 1.6], [0.1, 0.2, 0.7], [-0.6, 0.2, 1.2], [0.1, -0.1, -1.5], [0.8, -0.2, 0.9], [-0.1, -0.3, -0.8], [0.0, 0.0, -0.7], [0.3, 0.6, -0.9], [-0.2, -0.7, 0.5], [-0.1, 0.2, 0.0], [0.2, 0.0, -0.5], [-0.1, 0.6, 0.8], [-0.1, 0.0, 0.2], [-0.1, -0.4, -0.1], [0.0, 0.0, 0.2], [-0.1, 0.1, -0.4], [0.2, -0.1, 0.2], [0.0, 0.1, 0.0], [0.1, 0.3, -0.3], [0.3, 0.9, 0.1], [-0.5, -0.5, 0.5], [1.1, 0.1, -1.3], [-0.5, 0.1, -1.0], [1.0, -0.6, -0.6], [0.8, 2.4, 1.8], [-1.0, -0.5, 0.9], [-0.9, -2.3, -1.9], [-0.8, 0.4, 0.8], [-0.6, -0.3, 0.6], [0.4, -0.3, -0.5], [-0.4, 0.0, 0.0], [0.3, -0.1, -0.4], [0.7, -0.2, 0.0], [0.7, 1.4, -1.3], [-0.3, -0.5, 0.4], [0.1, -0.5, -0.1], [-0.4, -0.3, 0.1], [0.1, 0.2, 0.3], [-0.3, 0.0, 0.2], [0.1, 0.2, 0.1], [0.2, -0.3, -0.2], [0.1, 0.0, 0.3], [-0.1, 0.3, 0.0], [-0.1, 0.0, -0.1], [0.0, 0.2, 0.0], [0.5, 0.1, 0.2], [-0.2, 0.1, -0.2], [-0.2, -0.6, -0.3], [-0.3, 0.7, -0.3], [0.5, -0.7, 0.6], [-0.6, -0.3, -0.4], [0.2, 0.4, 0.0], [0.5, 0.2, 0.2], [-0.1, -0.3, -0.3], [-0.2, 0.1, 0.1], [-0.3, -0.2, 0.4], [0.6, 0.1, 0.0], [-0.4, 0.2, 0.6], [0.2, 0.4, -0.5], [-0.2, -0.2, 0.2], [0.1, 0.1, 0.0], [-0.1, -0.3, -0.1]], "mulliken_spin": [6.709, 0.005, 0.014, -0.002, 0.003, -0.002, 0.019, -0.015, 0.020, -0.078, 0.452, -0.155, 0.000, 0.000, 0.001, -0.001, 0.000, 0.009, 0.000, 0.000, -0.001, -0.002, -0.010, 0.021, -0.020, -0.001, 0.022, -0.001, -0.002, 0.001, 0.000, -0.004, 0.003, 0.014, 0.000, 0.000, 0.000, 0.000, 0.001, 0.000, 0.000, 0.000, 0.000, 0.000, 0.000, -0.003, -0.001, -0.003, 0.004, -0.003, 0.006, -0.001, -0.001, 0.000, 0.001, 0.000, -0.001, 0.000, 0.000, 0.000, 0.000, 0.000], "homo_ha": [-0.4855, -0.4839], "charge": 2, "relative_energy_kj_mol": 0.0, "e_lumo_ev": [-6.18, -6.74], "s_squared": 16.10, "spin_multiplicity": 8, "orbital_gap_ev": [7.030, 6.425]}